Density functional theory data (wB97M-V/def2-TZVPD) for C10H13CoN2O6 as an isolated structure at a distorted geometry.

The calculation puts the max |F| at 9.87 eV/A. Its charge is +2. As for the spin multiplicity: 5. The calculation puts the HOMO energy (spin up / spin down) at -0.5303 / -0.6029 hartree.

Last column: Löwdin charge in e.
Cartesian coordinates (Å):
O  -0.931  3.219  -5.371  0.26
C  -0.917  2.538  -4.431  -0.15
Co  -1.190  2.055  -2.807  0.13
C  -1.158  2.373  -0.967  -0.02
O  -0.995  2.553  0.159  0.20
C  -1.096  0.094  -3.429  -0.06
O  -0.986  -0.872  -2.720  0.19
C  0.501  2.308  -2.940  -0.16
O  1.595  2.373  -3.337  0.21
C  -3.024  1.887  -2.691  -0.03
O  -4.097  1.589  -2.451  0.24
H  -1.734  -0.293  -4.286  0.17
C  -1.794  -1.111  1.028  0.03
N  -0.540  -1.171  1.753  0.00
C  -0.551  -1.487  3.170  0.02
C  0.551  -0.689  1.023  -0.44
O  0.359  -0.283  -0.113  0.05
N  1.823  -0.640  1.583  -0.03
C  2.351  -1.439  2.679  0.00
C  2.823  -0.121  0.707  -0.01
H  -2.528  -1.595  1.655  0.11
H  -1.770  -1.587  0.040  0.12
H  -2.027  -0.053  0.847  0.12
H  -0.039  -2.451  3.330  0.12
H  -0.032  -0.705  3.757  0.12
H  -1.555  -1.583  3.531  0.10
H  2.053  -2.496  2.640  0.12
H  3.459  -1.437  2.583  0.12
H  2.114  -1.004  3.657  0.11
H  2.923  -0.702  -0.243  0.14
H  2.649  0.928  0.392  0.13
H  3.765  -0.197  1.252  0.10